ORCA calculation (wB97M-V/def2-TZVPD) on a gas-phase ion, C22H20N3O (charge +1).

Last columns: bonded neighbours and bond lengths (Å).
Cartesian coordinates (Å):
1 C -1.170 -1.989 2.066  C2 1.547, H16 1.113, H17 1.122, H18 1.137
2 C -0.307 -1.271 1.003  C1 1.547, N3 1.450, H19 1.110, N38 1.803
3 N 0.156 0.031 1.441  C2 1.450, C4 1.412, C11 1.392
4 C 1.461 0.491 1.725  N3 1.412, C5 1.391, C9 1.438
5 C 2.634 -0.252 1.817  C4 1.391, C6 1.411, H20 1.103
6 C 3.804 0.470 2.136  C5 1.411, C7 1.418, H21 1.090
7 C 3.775 1.863 2.399  C6 1.418, C8 1.398, H22 1.084
8 C 2.563 2.560 2.404  C7 1.398, C9 1.390, H23 1.088
9 C 1.387 1.862 2.152  C4 1.438, C8 1.390, C10 1.451
10 C -0.023 2.194 2.238  C9 1.451, C11 1.428, C15 1.393
11 C -0.727 0.992 1.922  N3 1.392, C10 1.428, C12 1.387
12 C -2.097 0.794 2.015  C11 1.387, C13 1.395, H24 1.092
13 C -2.843 1.955 2.215  C12 1.395, C14 1.413, H25 1.088
14 C -2.196 3.192 2.429  C13 1.413, C15 1.408, H26 1.086
15 C -0.795 3.330 2.470  C10 1.393, C14 1.408, H27 1.088
16 H -0.613 -2.916 2.329  C1 1.113
17 H -1.173 -1.461 3.056  C1 1.122
18 H -2.213 -2.273 1.713  C1 1.137
19 H 0.613 -1.845 0.759  C2 1.110
20 H 2.602 -1.344 1.666  C5 1.103
21 H 4.747 -0.076 2.162  C6 1.090
22 H 4.712 2.370 2.600  C7 1.084
23 H 2.508 3.634 2.570  C8 1.088
24 H -2.453 -0.237 1.963  C12 1.092
25 H -3.925 1.839 2.185  C13 1.088
26 H -2.838 4.059 2.563  C14 1.086
27 H -0.285 4.278 2.626  C15 1.088
28 C 2.763 -0.321 -3.869  O29 1.427, H39 1.086, H40 1.087, H41 1.087
29 O 1.530 -0.483 -4.570  C28 1.427, C30 1.353
30 C 0.403 -0.836 -3.911  O29 1.353, C31 1.438, C35 1.428
31 C 0.361 -0.947 -2.478  C30 1.438, C32 1.387, H42 1.094
32 C -0.843 -1.305 -1.891  C31 1.387, C33 1.386, N38 1.448
33 C -1.917 -1.650 -2.697  C32 1.386, C34 1.397, N36 1.388
34 C -1.938 -1.524 -4.089  C33 1.397, C35 1.404, H43 1.084
35 C -0.759 -1.077 -4.706  C30 1.428, C34 1.404, H44 1.091
36 N -2.961 -2.009 -1.856  C33 1.388, C37 1.348, H45 1.013
37 C -2.532 -1.889 -0.584  N36 1.348, N38 1.343, H46 1.074
38 N -1.263 -1.456 -0.514  C2 1.803, C32 1.448, C37 1.343
39 H 3.471 -0.035 -4.640  C28 1.086
40 H 2.703 0.463 -3.118  C28 1.087
41 H 3.082 -1.252 -3.407  C28 1.087
42 H 1.255 -0.769 -1.873  C31 1.094
43 H -2.839 -1.712 -4.661  C34 1.084
44 H -0.745 -0.917 -5.784  C35 1.091
45 H -3.893 -2.265 -2.159  N36 1.013
46 H -3.182 -2.266 0.184  C37 1.074

- SMILES: COc1ccc2[nH]c[n+]([C@H](C)n3c4ccccc4c4ccccc43)c2c1
- Net charge: +1

ORCA calculation (wB97M-V/def2-TZVPD) on a gas-phase ion, C22H20N3O2 (charge +1).

Last columns: bonded neighbours and bond lengths (Å).
Cartesian coordinates (Å):
1 C 6.023 3.464 -0.196  O2 1.459, H19 1.093, H20 1.104, H21 1.107
2 O 5.819 2.038 0.033  C1 1.459, C3 1.375
3 C 4.548 1.547 -0.150  O2 1.375, C4 1.417, C18 1.412
4 C 4.236 0.250 0.327  C3 1.417, C5 1.407, H22 1.093
5 C 2.904 -0.203 0.353  C4 1.407, C6 1.376, H23 1.091
6 C 1.863 0.528 -0.172  C5 1.376, C7 1.611, C17 1.434
7 C 0.447 -0.223 -0.343  C6 1.611, C8 1.514, H24 1.121, N42 1.615
8 C -0.665 0.777 -0.106  C7 1.514, C9 1.370, C16 1.410
9 C -1.912 0.228 -0.250  C8 1.370, C10 1.371, H25 1.070
10 C -3.036 1.005 -0.132  C9 1.371, C11 1.409, C14 1.487
11 C -2.868 2.353 0.242  C10 1.409, O12 1.357, C15 1.395
12 O -4.015 3.074 0.160  C11 1.357, C13 1.516
13 C -5.094 2.124 -0.321  O12 1.516, C14 1.532, H26 1.100, H27 1.106
14 C -4.459 0.737 -0.472  C10 1.487, C13 1.532, H28 1.105, H29 1.103
15 C -1.619 2.844 0.620  C11 1.395, C16 1.379, H30 1.075
16 C -0.518 2.019 0.544  C8 1.410, C15 1.379, H31 1.094
17 C 2.184 1.826 -0.692  C6 1.434, C18 1.413, H32 1.102
18 C 3.505 2.330 -0.692  C3 1.412, C17 1.413, H33 1.106
19 H 7.069 3.665 0.051  C1 1.093
20 H 5.846 3.710 -1.258  C1 1.104
21 H 5.379 4.092 0.449  C1 1.107
22 H 5.076 -0.332 0.715  C4 1.093
23 H 2.714 -1.183 0.791  C5 1.091
24 H 0.444 -0.499 -1.430  C7 1.121
25 H -2.010 -0.823 -0.424  C9 1.070
26 H -5.889 2.145 0.440  C13 1.100
27 H -5.459 2.558 -1.271  C13 1.106
28 H -4.610 0.384 -1.508  C14 1.105
29 H -4.932 0.046 0.246  C14 1.103
30 H -1.589 3.864 0.961  C15 1.075
31 H 0.402 2.382 1.012  C16 1.094
32 H 1.442 2.526 -1.107  C17 1.102
33 H 3.747 3.333 -1.087  C18 1.106
34 C -2.484 -4.180 -0.898  C35 1.409, C39 1.431, H43 1.130
35 C -1.927 -2.896 -0.732  C34 1.409, C36 1.414, H44 1.080
36 C -0.894 -2.628 0.197  C35 1.414, C37 1.383, N42 1.435
37 C -0.495 -3.692 0.985  C36 1.383, C38 1.424, N40 1.372
38 C -0.983 -5.025 0.874  C37 1.424, C39 1.404, H45 1.086
39 C -2.001 -5.240 -0.068  C34 1.431, C38 1.404, H46 1.098
40 N 0.541 -3.200 1.737  C37 1.372, N41 1.343, H47 1.015
41 N 0.833 -1.925 1.434  N40 1.343, N42 1.320
42 N 0.016 -1.551 0.467  C7 1.615, C36 1.435, N41 1.320
43 H -3.297 -4.394 -1.653  C34 1.130
44 H -2.301 -2.086 -1.340  C35 1.080
45 H -0.615 -5.859 1.465  C38 1.086
46 H -2.477 -6.218 -0.219  C39 1.098
47 H 1.110 -3.692 2.420  N40 1.015

- SMILES: COc1ccc([C@H](c2ccc3c(c2)CCO3)[n+]2n[nH]c3ccccc32)cc1
- Net charge: +1

ORCA calculation (wB97M-V/def2-TZVPD) on a single C22H20N4O3S molecule.

Last columns: bonded neighbours and bond lengths (Å).
Cartesian coordinates (Å):
1 O 2.098 -2.724 -2.770  S2 1.432
2 S 1.800 -1.325 -2.694  O1 1.432, O3 1.433, N4 1.660, C34 1.797
3 O 2.632 -0.383 -3.383  S2 1.433
4 N 1.847 -0.913 -1.087  S2 1.660, C5 1.439, C27 1.439
5 C 1.799 0.480 -0.727  N4 1.439, C6 1.531, H32 1.090, H33 1.095
6 C 0.380 0.944 -0.391  C5 1.531, H7 1.092, H8 1.091, C9 1.538
7 H -0.240 0.909 -1.289  C6 1.092
8 H 0.406 1.975 -0.034  C6 1.091
9 C -0.273 0.039 0.667  C6 1.538, C10 1.485, H25 1.095, C26 1.538
10 C 0.315 0.261 2.013  C9 1.485, N11 1.297, O14 1.339
11 N -0.328 0.704 3.050  C10 1.297, C12 1.368
12 C 0.629 0.737 4.026  N11 1.368, N13 1.308, C15 1.450
13 N 1.795 0.332 3.594  C12 1.308, O14 1.357
14 O 1.603 0.020 2.287  C10 1.339, N13 1.357
15 C 0.367 1.175 5.384  C12 1.450, C16 1.394, C20 1.393
16 C 1.380 1.189 6.341  C15 1.394, C17 1.385, H24 1.078
17 C 1.060 1.620 7.618  C16 1.385, N18 1.323, H23 1.082
18 N -0.151 2.018 7.972  C17 1.323, C19 1.322
19 C -1.108 2.003 7.060  N18 1.322, C20 1.385, H22 1.082
20 C -0.910 1.592 5.752  C15 1.393, C19 1.385, H21 1.078
21 H -1.708 1.590 5.027  C20 1.078
22 H -2.080 2.336 7.399  C19 1.082
23 H 1.807 1.652 8.399  C17 1.082
24 H 2.375 0.871 6.079  C16 1.078
25 H -1.329 0.310 0.768  C9 1.095
26 C -0.169 -1.433 0.236  C9 1.538, C27 1.531, H30 1.092, H31 1.091
27 C 1.270 -1.813 -0.123  N4 1.439, C26 1.531, H28 1.090, H29 1.095
28 H 1.314 -2.811 -0.559  C27 1.090
29 H 1.898 -1.797 0.775  C27 1.095
30 H -0.813 -1.572 -0.634  C26 1.092
31 H -0.531 -2.082 1.035  C26 1.091
32 H 2.203 1.036 -1.573  C5 1.090
33 H 2.458 0.630 0.135  C5 1.095
34 C 0.109 -1.084 -3.252  S2 1.797, C35 1.363, C43 1.400
35 C -0.263 0.128 -3.754  C34 1.363, C36 1.412, H50 1.079
36 C -1.599 0.346 -4.156  C35 1.412, C37 1.411, C41 1.422
37 C -2.033 1.584 -4.676  C36 1.411, C38 1.367, H49 1.080
38 C -3.335 1.761 -5.052  C37 1.367, C39 1.404, H48 1.080
39 C -4.259 0.713 -4.926  C38 1.404, C40 1.367, H47 1.080
40 C -3.869 -0.499 -4.426  C39 1.367, C41 1.411, H46 1.080
41 C -2.533 -0.717 -4.029  C36 1.422, C40 1.411, C42 1.413
42 C -2.098 -1.962 -3.521  C41 1.413, C43 1.367, H45 1.080
43 C -0.798 -2.144 -3.139  C34 1.400, C42 1.367, H44 1.079
44 H -0.434 -3.090 -2.770  C43 1.079
45 H -2.811 -2.770 -3.446  C42 1.080
46 H -4.578 -1.308 -4.329  C40 1.080
47 H -5.284 0.871 -5.229  C39 1.080
48 H -3.662 2.710 -5.451  C38 1.080
49 H -1.315 2.385 -4.772  C37 1.080
50 H 0.475 0.909 -3.858  C35 1.079

- Energy above the lowest of the compared OMol25 structures with the same formula, charge and spin: 272.46 kJ/mol
- SMILES: O=S(=O)(c1ccc2ccccc2c1)N1CCC(c2nc(-c3ccncc3)no2)CC1
- Net charge: 0

Number 1: highest occupied orbital energy -10.822 eV, gap between HOMO and LUMO 0.291 Ha, total energy -29649.22700 eV. Number 2: highest occupied orbital energy -10.816 eV, gap between HOMO and LUMO 0.244 Ha, total energy -31694.01490 eV. Number 3: highest occupied orbital energy -8.898 eV, gap between HOMO and LUMO 0.322 Ha, total energy -46076.16187 eV.